{"formula": "C20H20AsBrNO6SSeZn", "method": "wB97M-V/def2-TZVPD", "homo_energy_ev": -4.8, "e_above_lowest_kj_mol": 0.0, "charge": -1, "energy_ha": -10669.2554, "symbols": ["Zn", "O", "As", "O", "O", "C", "C", "C", "C", "C", "C", "S", "O", "O", "O", "H", "H", "H", "H", "H", "C", "C", "C", "C", "C", "C", "Se", "C", "C", "C", "H", "H", "H", "H", "H", "H", "H", "H", "H", "H", "H", "Br", "C", "C", "C", "C", "N", "C", "H", "H", "H", "H"], "xyz": [[-0.92553, -0.07293, 0.66090], [0.80579, 3.11587, -0.73371], [-0.48013, 2.15996, -1.48232], [-1.24908, 3.18964, -2.48727], [-1.48139, 1.43839, -0.35649], [0.44566, 0.80439, -2.53110], [0.25679, 0.89410, -3.90842], [0.76862, -0.07340, -4.75504], [1.47856, -1.14986, -4.23757], [1.69051, -1.24013, -2.87438], [1.17742, -0.26607, -2.02390], [1.40591, -0.62965, -0.28641], [2.74784, -1.11499, -0.14499], [0.33877, -1.62877, -0.03121], [1.07117, 0.55856, 0.50146], [0.42160, 3.99359, -0.60379], [-0.30458, 1.74206, -4.28411], [0.60960, 0.00822, -5.82347], [1.86021, -1.91866, -4.89769], [2.26013, -2.05106, -2.43857], [2.00082, 0.41932, 7.30143], [1.09572, 0.12510, 6.13274], [0.56814, -1.14256, 5.93528], [-0.30685, -1.41947, 4.89108], [-0.83607, -2.81547, 4.71370], [-0.66664, -0.39001, 4.00984], [-1.94926, -0.76955, 2.60147], [-0.13322, 0.89476, 4.17930], [-0.45419, 2.02938, 3.24701], [0.73836, 1.12435, 5.24074], [2.45522, -0.49313, 7.68777], [1.43536, 0.88727, 8.11140], [2.79669, 1.10728, 7.01212], [0.84590, -1.94598, 6.61171], [-0.49242, -3.47140, 5.51449], [-0.50569, -3.21752, 3.75364], [-1.92608, -2.80974, 4.68915], [0.18286, 1.98004, 2.35973], [-0.28266, 2.98966, 3.73558], [-1.49054, 1.97826, 2.91655], [1.14602, 2.12241, 5.37483], [-1.64480, -5.47371, -1.04257], [-2.03772, -3.67619, -1.47054], [-2.08997, -3.28394, -2.79552], [-2.38485, -1.95876, -3.06787], [-2.56841, -1.08758, -2.00522], [-2.49503, -1.47164, -0.73446], [-2.25811, -2.75395, -0.46469], [-1.90106, -3.99423, -3.58903], [-2.45033, -1.60493, -4.08616], [-2.79125, -0.03986, -2.17117], [-2.23150, -3.02997, 0.58283]], "forces_ev_per_a": [[-0.9, 0.0, 0.4], [0.0, -0.2, 0.3], [0.0, 0.7, -0.6], [-0.2, -0.1, -0.3], [0.0, 0.0, -0.1], [0.1, -0.1, 0.4], [-0.1, 0.2, 0.1], [0.0, -0.1, -0.1], [0.0, 0.0, 0.0], [0.1, 0.1, 0.1], [0.0, 0.0, 0.0], [0.7, -0.8, -0.3], [0.0, 0.0, 0.0], [0.2, 0.0, -0.2], [0.3, 0.5, -0.1], [0.1, 0.0, -0.1], [0.0, 0.0, 0.0], [0.0, 0.0, 0.0], [0.0, 0.0, 0.0], [0.0, 0.0, -0.1], [-0.1, 0.0, -0.1], [0.0, 0.0, 0.0], [0.0, 0.0, 0.0], [0.0, 0.1, -0.1], [0.0, 0.1, -0.1], [-0.1, 0.0, -0.3], [-0.3, -0.2, 0.9], [0.0, 0.0, 0.1], [0.0, -0.1, 0.0], [0.0, 0.0, 0.0], [0.0, 0.0, 0.0], [0.1, 0.0, 0.0], [0.0, 0.0, 0.0], [0.0, 0.0, 0.0], [0.0, 0.0, 0.0], [0.0, 0.0, 0.0], [0.0, -0.1, 0.0], [-0.1, 0.0, 0.0], [0.0, 0.0, 0.0], [0.0, 0.0, 0.0], [0.0, 0.0, 0.0], [0.0, -0.1, 0.1], [-0.1, -0.1, -0.1], [0.0, 0.1, 0.0], [0.1, -0.1, 0.0], [-0.1, 0.1, -0.1], [0.0, -0.1, 0.1], [0.0, 0.1, 0.0], [0.0, 0.0, 0.0], [0.0, 0.1, 0.0], [0.1, 0.0, 0.0], [0.1, 0.0, 0.0]], "lowdin_charge": [0.369, -0.251, 0.858, -0.483, -0.496, -0.225, -0.092, -0.085, -0.077, -0.063, -0.251, 0.482, -0.279, -0.354, -0.363, 0.039, 0.097, 0.100, 0.101, 0.115, -0.065, -0.287, -0.033, -0.309, -0.105, -0.494, 0.738, -0.292, -0.083, -0.027, 0.067, 0.075, 0.071, 0.106, 0.067, 0.072, 0.054, 0.065, 0.075, 0.044, 0.113, 0.734, -0.673, -0.114, -0.051, -0.129, 0.045, -0.206, 0.101, 0.106, 0.111, 0.081]}


{"formula": "C20H20AuBClF2N5S2", "method": "wB97M-V/def2-TZVPD", "homo_energy_ev": -8.1, "energy_ha": -2664.8362, "symbols": ["Au", "C", "N", "C", "C", "N", "B", "N", "C", "C", "N", "C", "C", "S", "C", "S", "H", "H", "H", "H", "H", "H", "H", "H", "H", "H", "H", "H", "F", "C", "C", "C", "C", "C", "F", "C", "C", "C", "C", "C", "C", "N", "H", "H", "H", "H", "H", "H", "Cl", "C", "H", "H"], "xyz": [[0.02675, 0.02732, -0.35324], [1.82862, 3.70324, 1.32180], [0.86997, 2.97386, 2.13400], [-0.03317, 3.54037, 3.00717], [-0.65547, 2.51611, 3.63125], [-0.14427, 1.33177, 3.14741], [-0.51140, -0.07712, 3.73620], [-1.80294, -0.63048, 3.01044], [-3.06374, -0.50881, 3.54610], [-3.93965, -1.15350, 2.74215], [-3.20218, -1.66948, 1.70131], [-3.72997, -2.51706, 0.64586], [-1.89720, -1.35759, 1.88471], [-0.62795, -1.94869, 0.86579], [0.79120, 1.63062, 2.23472], [1.73727, 0.52481, 1.30777], [1.45974, 4.71758, 1.18589], [1.93141, 3.21482, 0.35653], [2.80048, 3.72682, 1.81321], [-0.14926, 4.60557, 3.09526], [-1.42261, 2.52670, 4.38436], [-0.83999, 0.10953, 4.88206], [0.39131, -0.84291, 3.59146], [-3.22688, 0.02716, 4.46349], [-5.00381, -1.29039, 2.81115], [-4.77781, -2.26865, 0.49471], [-3.63569, -3.56749, 0.91819], [-3.16933, -2.34236, -0.26702], [3.20430, 2.36115, -3.83006], [2.13273, 2.52918, -3.03621], [1.70356, 1.48360, -2.25111], [0.59886, 1.65026, -1.42460], [-0.08086, 2.88907, -1.36250], [0.40917, 3.88868, -2.21039], [-0.19470, 5.09868, -2.27028], [1.49577, 3.74905, -3.04446], [-1.25829, 3.12076, -0.46301], [-1.84433, 4.37519, -0.24626], [-2.96511, 4.47443, 0.55925], [-3.49294, 3.33917, 1.14707], [-2.83498, 2.14506, 0.91803], [-1.75684, 2.04190, 0.15125], [2.23841, 0.54515, -2.29463], [1.82054, 4.56256, -3.67570], [-1.44402, 5.25990, -0.70547], [-3.42591, 5.44153, 0.71656], [-4.37360, 3.37411, 1.77354], [-3.18728, 1.22483, 1.37220], [-1.48765, 0.35718, -3.30697], [-1.40750, -0.49971, -1.73686], [-1.25573, -1.55067, -1.95873], [-2.37329, -0.34407, -1.26195]], "forces_ev_per_a": [[0.0, 0.1, 0.5], [0.0, 0.0, 0.0], [0.0, 0.0, 0.1], [0.0, 0.0, 0.0], [-0.1, 0.0, -0.1], [0.1, 0.1, 0.2], [-0.1, 0.0, -0.1], [0.0, -0.1, 0.0], [0.0, 0.1, 0.0], [0.0, 0.0, 0.0], [0.0, -0.1, 0.0], [0.0, 0.0, 0.0], [0.1, 0.1, 0.0], [-0.1, -0.1, 0.1], [-0.1, -0.1, -0.1], [0.1, 0.1, -0.1], [0.0, 0.0, 0.0], [0.0, 0.0, 0.0], [0.0, 0.0, 0.0], [0.0, 0.0, 0.0], [0.0, 0.0, 0.0], [0.0, 0.0, 0.0], [0.0, 0.0, 0.0], [0.0, 0.0, 0.0], [0.0, 0.0, 0.0], [0.0, 0.0, 0.0], [0.0, 0.0, 0.0], [0.0, 0.0, 0.0], [0.0, 0.0, 0.0], [0.1, 0.0, 0.0], [0.0, 0.0, 0.1], [-0.1, 0.2, -0.1], [0.0, 0.0, 0.0], [-0.1, -0.1, 0.0], [0.0, 0.0, 0.0], [0.0, 0.0, 0.0], [0.0, -0.1, 0.0], [0.0, 0.0, 0.0], [0.0, 0.0, 0.0], [0.0, 0.0, 0.0], [0.1, 0.0, 0.0], [0.0, 0.0, 0.0], [0.0, 0.0, 0.0], [0.0, 0.0, 0.0], [0.0, 0.0, 0.0], [0.0, 0.0, 0.0], [0.0, 0.0, 0.0], [0.0, 0.0, 0.0], [0.0, 0.0, 0.0], [0.0, 0.0, -0.2], [-0.1, 0.0, -0.1], [0.0, 0.0, 0.0]], "lowdin_charge": [0.756, -0.018, -0.106, -0.043, -0.059, 0.008, -0.426, 0.009, -0.069, -0.052, -0.121, -0.024, -0.666, 0.626, -0.688, 0.632, 0.097, 0.059, 0.099, 0.124, 0.121, 0.074, 0.058, 0.119, 0.122, 0.095, 0.100, 0.056, 0.073, -0.275, -0.069, -0.332, -0.145, -0.218, 0.049, 0.065, -0.205, -0.004, -0.061, -0.062, -0.129, 0.095, 0.113, 0.133, 0.101, 0.109, 0.103, 0.092, 0.494, -0.769, -0.022, -0.020]}


Number 1: orbital gap 0.263 Ha. Number 2: orbital gap 0.308 Ha.